Version P
The following is a quantum chemistry calculation of one molecule with the formula C4H7F, from the Open Molecules 2025 dataset.

- orbital gap (hartree) = 0.4025
- 2S+1 = 1
- structure (SMILES) = C[C@@H]1C[C@@H]1F

Last column: Löwdin charge in e.
CARTESIAN COORDINATES (ANGSTROEM)
C  -0.052  1.469  -0.255  -0.064
C  0.332  0.152  0.348  -0.290
C  0.816  -1.205  -0.104  -0.018
C  -0.655  -0.936  0.166  -0.311
F  -1.420  -0.814  -0.970  -0.013
H  -0.890  1.770  0.150  0.020
H  0.621  2.207  0.028  0.049
H  -0.171  1.483  -1.413  0.127
H  0.644  0.433  1.381  0.144
H  0.926  -1.503  -1.084  0.079
H  1.175  -1.768  0.823  0.136
H  -1.326  -1.287  0.929  0.140

Version Q
The following is a quantum chemistry calculation of one molecule with the formula C4H7F, from the Open Molecules 2025 dataset.

- orbital gap (hartree) = 0.4138
- 2S+1 = 1
- structure (SMILES) = FCC1CC1

Last column: Löwdin charge in e.
CARTESIAN COORDINATES (ANGSTROEM)
F  -2.332  0.331  -0.211  -0.009
C  -1.293  -0.506  0.095  -0.212
C  0.052  -0.296  -0.646  -0.332
C  0.441  1.046  -0.059  -0.107
C  1.396  -0.272  0.033  -0.076
H  -1.510  -1.591  0.070  0.128
H  -0.833  -0.050  1.053  0.087
H  0.173  -0.358  -1.536  0.022
H  0.804  2.035  -0.348  0.089
H  -0.309  1.114  0.939  0.128
H  2.485  -0.448  -0.363  0.128
H  0.927  -1.004  0.973  0.155

Version R
The following is a quantum chemistry calculation of a 2-piece molecular cluster, C4H7F overall, from the Open Molecules 2025 dataset.

- orbital gap (spin up / spin down) (hartree) = 0.3307 / 0.3256
- 2S+1 = 1

Last column: Löwdin charge in e.
CARTESIAN COORDINATES (ANGSTROEM)
C  0.688  1.152  0.799  -0.086
C  0.528  -0.240  1.412  -0.112
C  -0.426  0.202  0.391  -0.284
C  -0.558  -0.868  -1.960  0.111
F  -1.725  0.525  0.460  0.030
H  0.549  1.919  1.466  0.066
H  1.495  1.424  0.210  0.070
H  1.230  -1.110  1.037  0.142
H  0.021  -0.240  2.405  0.117
H  -1.374  -1.518  -1.995  -0.026
H  0.435  -1.328  -2.055  0.016
H  -0.864  0.084  -2.168  -0.044

version P is the most stable structure; the next one sits 3.290 eV above it.

Version P
The following is a quantum chemistry calculation of a 8-piece molecular cluster, C5H24NO9 overall, from the Open Molecules 2025 dataset.

- charge = -1
- orbital gap (hartree) = 0.3346
- 2S+1 = 1

Last column: Löwdin charge in e.
CARTESIAN COORDINATES (ANGSTROEM)
C  2.423  -1.870  1.387  -0.331
N  1.176  -1.389  1.679  -0.124
C  1.198  -0.880  3.049  -0.063
C  1.532  0.123  -0.111  -0.083
C  0.475  -0.756  0.525  -0.274
C  0.059  -1.947  -0.447  -0.197
O  -1.195  -2.497  -0.027  -0.084
O  2.638  -2.478  0.315  -0.037
H  3.198  -1.860  2.210  0.131
H  2.242  -0.963  3.434  0.076
H  0.680  0.130  2.888  0.080
H  0.245  -1.276  3.640  0.118
H  0.964  0.986  -0.678  0.091
H  2.276  -0.405  -0.833  0.099
H  2.322  0.598  0.573  0.099
H  -0.452  -0.200  0.796  0.110
H  0.131  -1.473  -1.563  0.140
H  0.576  -2.846  -0.440  0.080
H  0.273  2.658  0.755  -0.040
H  0.400  2.369  2.298  0.021
O  0.882  2.677  1.490  -0.103
H  -2.180  -0.076  0.354  0.057
H  -1.966  -2.071  -0.434  0.065
O  -1.980  0.053  -0.625  -0.222
H  0.382  -2.676  -3.370  0.096
H  -1.033  -2.087  -3.075  -0.084
O  -0.632  -2.849  -3.366  -0.077
H  1.193  2.722  -2.583  0.070
H  -0.142  2.671  -1.755  -0.059
O  0.206  2.966  -2.585  -0.102
H  -1.645  1.621  1.290  -0.032
H  -1.767  2.514  2.691  0.053
O  -1.781  1.622  2.270  -0.128
H  -2.008  3.276  -0.084  0.006
H  -1.848  1.180  -0.585  0.072
O  -1.364  2.546  -0.159  -0.381
H  -1.569  0.561  -3.306  -0.091
H  -2.128  -0.439  -2.383  -0.002
O  -1.781  -0.236  -3.232  0.050

Version Q
The following is a quantum chemistry calculation of a 8-piece molecular cluster, C5H24NO9 overall, from the Open Molecules 2025 dataset.

- charge = -1
- orbital gap (hartree) = 0.2820
- 2S+1 = 1

Last column: Löwdin charge in e.
CARTESIAN COORDINATES (ANGSTROEM)
O  -0.561  2.430  1.580  -0.141
C  -1.192  1.337  1.290  -0.639
N  -0.573  0.177  1.417  -0.027
C  -1.370  -1.021  1.102  -0.240
C  -0.930  -1.343  -0.331  -0.149
C  0.521  -1.962  -0.461  -0.284
O  0.494  -3.354  -0.535  -0.116
C  -2.542  1.575  0.749  -0.042
H  0.610  -0.947  2.580  -0.024
H  -2.405  -0.779  1.181  0.071
H  -1.253  -1.794  1.933  0.108
H  -1.415  -2.175  -0.875  0.103
H  -1.039  -0.408  -1.062  0.122
H  1.020  -1.740  -1.422  0.087
H  1.131  -1.613  0.529  0.136
H  -2.687  1.148  -0.261  0.083
H  -2.624  2.690  0.726  0.100
H  -3.288  1.086  1.338  0.059
H  1.605  -0.610  3.838  0.096
H  1.041  -3.628  2.107  0.013
O  0.974  -1.311  3.418  -0.131
H  -0.348  1.876  -0.561  -0.081
H  0.678  2.722  -0.098  0.047
O  0.116  2.558  -0.882  -0.044
H  0.414  -3.672  0.424  0.069
H  -0.086  -3.227  2.899  0.032
O  0.171  -3.931  2.275  -0.046
H  -0.140  0.413  -2.893  0.044
H  -0.722  1.903  -3.146  0.074
O  -0.698  0.938  -3.569  -0.152
H  2.394  -2.721  -3.099  0.014
H  2.681  -1.378  -2.715  -0.016
O  2.919  -1.987  -3.365  -0.017
H  1.791  1.440  1.750  0.069
H  1.436  0.404  0.662  0.001
O  1.970  1.237  0.771  -0.132
H  -1.021  4.007  -2.241  -0.059
H  -0.035  4.930  -1.812  0.083
O  -0.467  4.584  -2.667  -0.074

version Q is the most stable structure; the next one sits 1.077 eV above it.